Entry 1:
This record from the OMol25 dataset describes a cluster of 12 separate species, C20H50N10O25S2 in total in a non-equilibrium geometry. The level of theory is the ωB97M-V functional and the def2-TZVPD basis.

Calculated values
HOMO energy = -9.0273 eV
relative energy (zero: lowest compared OMol25 entry of this formula, charge and spin) = 1.341 eV
E_tot = -109283.55955 eV
SMILES = C[N+](=O)[O-].C[N+](=O)[O-].C[N+](=O)[O-].C[N+](=O)[O-].C[N+](=O)[O-].C[N+](=O)[O-].C[N+](=O)[O-].O=S1(=O)OCCO1.O=S1(=O)OCCO1.CN(C)C=O.CN(C)C=O.CN(C)C=O

```
107
Properties=species:S:1:pos:R:3:forces:R:3:lowdin_charge:R:1
S 3.469355 -21.338465 5.986087 1.69 -0.78 1.70 0.74
S -2.142846 -28.198372 0.210267 0.76 -0.22 0.87 0.79
O -4.141421 -23.608885 12.088443 -0.54 0.86 1.33 -0.01
O -0.105989 -18.969519 9.094201 -0.21 -0.49 0.17 0.07
O -8.461712 -27.309530 9.619951 0.91 1.34 -0.58 0.06
O 4.049949 -22.612424 5.056165 -0.33 1.95 -0.83 -0.22
O 0.288258 -32.088234 8.277567 -1.32 2.21 -3.72 -0.04
O 1.364471 -25.363374 2.096183 0.47 2.99 -1.40 0.01
O -10.358871 -26.482747 9.119914 2.68 1.53 -0.65 0.01
O -3.199880 -29.225120 -0.621854 0.39 1.04 1.40 -0.20
O -5.963645 -17.944546 6.952422 0.58 1.51 -0.89 0.09
O -3.659792 -25.045526 6.171504 1.26 1.08 0.82 0.06
O -4.694042 -22.643023 3.280988 -2.12 -0.28 -1.31 0.03
O -2.336758 -15.941438 4.523748 0.46 2.60 0.31 0.08
O -1.951862 -25.654850 7.409958 -1.90 2.94 -1.51 0.01
O -1.051481 -29.451871 0.308613 1.02 3.23 2.24 -0.21
O -6.120099 -21.644488 1.933267 0.66 -2.22 1.27 0.04
O -1.614544 -27.100320 -0.624542 -1.65 -3.01 1.55 -0.25
O -3.637974 -16.895599 3.095491 -0.38 0.27 -0.66 0.08
O 3.433713 -22.341041 7.334272 -0.37 1.12 -0.97 -0.22
O 2.143025 -20.888531 5.657172 1.32 -1.36 0.02 -0.24
O -0.764954 -29.461609 13.136305 0.38 0.22 -0.06 0.00
O -6.559486 -19.631007 8.098673 0.88 1.22 0.52 0.02
O 0.031158 -16.814051 9.139660 -0.57 -0.39 -0.18 0.05
O -2.584092 -27.868350 1.583734 0.80 -1.08 -3.57 -0.26
O 4.474202 -20.295252 6.186312 -1.40 -2.27 -0.66 -0.25
O 2.365112 -23.829824 0.882765 1.13 0.37 -0.49 0.09
N -9.093665 -26.394182 9.122145 -3.15 -1.91 0.40 -0.40
N 0.634523 -31.796274 5.998630 -0.57 -0.33 -0.92 -0.18
N -5.974149 -18.537209 7.978832 -0.84 -2.75 1.27 -0.44
N -4.013435 -21.843649 13.593812 0.13 0.14 0.57 -0.19
N -2.697170 -24.753190 6.875002 0.77 -3.78 1.05 -0.40
N -2.824765 -16.875562 3.977595 0.38 -2.06 1.03 -0.48
N 0.312892 -17.933944 9.540620 0.33 1.91 -0.45 -0.46
N 0.225517 -27.392802 13.051923 0.16 -1.89 -0.74 -0.19
N -5.798086 -22.581452 2.697537 1.47 2.72 0.65 -0.41
N 1.445176 -24.227764 1.512671 -2.33 -3.12 1.76 -0.42
C 4.414604 -23.816822 5.733560 -0.71 0.61 1.95 -0.15
C 1.333762 -17.906060 10.596526 0.54 -0.86 0.68 0.03
C -2.346349 -23.349607 7.182850 -0.37 0.77 -0.23 0.03
C 1.427595 -33.058922 5.836242 -0.57 1.02 0.35 -0.04
C -2.779941 -30.605849 -0.508662 0.28 -0.60 -2.08 -0.18
C -4.570808 -21.288783 14.833347 0.46 0.16 -0.41 -0.07
C -6.873211 -23.536716 3.088158 0.49 -0.16 -1.07 0.04
C -0.000849 -31.507641 7.174456 1.93 -2.34 2.74 -0.29
C 4.436334 -23.353747 7.219365 0.06 -0.44 -0.55 -0.18
C 1.274235 -27.803815 13.999116 0.33 0.74 0.15 -0.04
C 0.213054 -23.363656 1.624341 0.14 0.43 0.30 0.05
C 0.136309 -26.059170 12.457935 -0.14 -0.32 2.18 -0.04
C -5.310243 -17.999962 9.231476 -0.49 0.77 -0.02 0.05
C -0.649635 -28.346243 12.660797 -0.82 -0.63 0.28 -0.36
C -0.063876 -31.362464 4.750364 -0.41 -1.20 0.08 -0.07
C -8.392961 -25.202990 8.485992 -0.52 -0.34 0.05 0.05
C -4.589237 -22.955997 13.031662 1.13 0.13 -1.00 -0.32
C -2.622084 -21.392188 13.358465 -0.59 -0.97 -1.04 -0.05
C -2.347394 -18.167546 4.539224 -0.67 -1.43 -0.67 0.04
C -1.279019 -30.545833 -0.480217 -0.86 -0.09 -0.93 -0.23
H -0.584464 -30.405026 4.770397 0.78 0.30 0.36 0.08
H -7.479985 -25.058458 9.063649 -0.22 0.20 -0.20 0.10
H -3.222308 -18.816223 4.582126 -0.03 0.07 0.24 0.09
H -3.160671 -31.297534 0.242814 -0.65 1.01 0.50 0.13
H -0.219523 -25.555674 13.356812 0.59 1.47 -0.25 0.08
H 2.104448 -32.891886 4.998351 0.06 -0.18 0.15 0.08
H -7.348888 -23.151347 3.990006 0.05 -0.04 -0.21 0.10
H -0.852622 -31.447843 -0.041279 0.24 0.25 -0.06 0.14
H 0.191964 -22.636088 0.812986 0.14 -0.38 -0.10 0.09
H -1.957435 -23.270608 8.198045 0.15 -0.30 -0.33 0.10
H 1.113872 -25.743703 12.093321 -0.26 0.29 -0.06 0.09
H 5.389956 -24.247882 5.507793 0.03 0.63 -0.66 0.13
H -0.936697 -30.323232 -1.490845 0.44 -0.40 -0.06 0.13
H 3.644053 -24.564004 5.543611 -0.05 0.10 0.01 0.13
H 1.209698 -27.317123 14.972282 -0.31 0.47 -0.03 0.08
H -3.216291 -22.701074 7.079366 -0.21 -0.43 0.00 0.09
H 0.772621 -33.906237 5.633333 -0.18 0.03 -0.21 0.09
H -8.192209 -25.390758 7.431218 0.26 -0.73 0.22 0.09
H -0.696305 -23.961123 1.689071 0.40 -0.15 -0.13 0.10
H -4.508129 -20.205455 14.730541 0.21 0.06 0.40 0.08
H -4.621952 -17.185958 9.003977 0.19 -0.48 -0.41 0.09
H -6.412390 -24.514298 3.229930 -0.09 0.19 0.20 0.10
H 0.327792 -22.792163 2.545395 0.06 -0.16 0.09 0.09
H -5.619508 -21.485557 15.056068 0.07 -0.52 -0.45 0.09
H 1.275799 -28.861003 14.264547 -0.54 0.00 -0.72 0.08
H 1.960935 -33.315132 6.751673 0.01 0.43 -0.09 0.08
H -5.549341 -23.150863 13.534070 -0.06 -0.27 -0.22 0.13
H 2.264019 -27.565237 13.609868 0.03 0.07 -0.21 0.08
H -1.722721 -18.633971 3.777436 0.29 0.22 0.15 0.10
H 2.137031 -17.240764 10.279913 -0.08 -0.32 -0.18 0.11
H 4.214659 -24.186336 7.887007 -0.31 0.27 0.06 0.13
H -9.087010 -24.365034 8.421052 0.06 -0.09 0.78 0.09
H -2.978506 -31.020907 -1.496792 -0.75 -0.12 0.14 0.13
H -0.735443 -30.702763 7.017154 -0.01 -0.07 0.59 0.13
H -4.893009 -18.796179 9.847966 -0.07 -0.02 -0.50 0.09
H -7.501954 -23.523391 2.197879 -0.40 -0.19 0.49 0.10
H -1.858655 -18.067715 5.508391 -0.07 0.34 -0.39 0.10
H -1.648953 -23.001371 6.420957 0.27 -0.28 0.21 0.10
H -2.538955 -20.313034 13.229572 -0.34 0.00 0.07 0.08
H 5.411557 -22.948372 7.489038 0.01 0.14 -0.08 0.12
H 1.631817 -18.944798 10.738972 0.27 0.27 0.16 0.10
H -1.905634 -21.701272 14.119555 -0.31 -0.10 0.39 0.09
H -1.365579 -28.019436 11.890858 0.18 0.26 -0.15 0.13
H -0.884797 -32.040413 4.516740 -0.27 -0.47 0.31 0.08
H -2.303183 -21.878664 12.436648 0.03 0.12 -0.06 0.08
H -3.947163 -21.670657 15.641652 -0.15 0.39 0.39 0.09
H -0.696880 -25.905455 11.772179 0.37 -0.68 -0.38 0.09
H 0.543708 -31.503685 3.856497 0.55 0.63 0.34 0.08
H -6.106383 -17.506398 9.788841 -0.21 -0.28 0.00 0.10
H 0.931844 -17.480969 11.516239 -0.32 -0.14 -0.20 0.10
```
Positions in Å, forces in eV/Å.

***

Entry 2:
This record from the OMol25 dataset describes the molecule C9H8ClN3O2 in a non-equilibrium geometry. The level of theory is the ωB97M-V functional and the def2-TZVPD basis.

Calculated values
HOMO energy = -8.5880 eV
relative energy (zero: lowest compared OMol25 entry of this formula, charge and spin) = 0.000 eV
E_tot = -30549.32908 eV
SMILES = Cc1cc(Oc2nnc(N)o2)ccc1Cl

```
23
Properties=species:S:1:pos:R:3:forces:R:3:lowdin_charge:R:1
Cl 4.654876 -0.851994 -1.422794 -0.16 0.27 -0.02 0.68
O -2.521822 -0.131079 1.894820 -0.24 -0.18 -1.60 0.18
O -1.058147 -0.114442 -0.036196 -2.30 -0.02 2.16 0.08
N -0.358357 -0.299359 2.273646 -0.13 0.18 -2.66 0.10
N -0.995835 -0.308564 3.476288 -0.56 -0.31 0.25 0.07
N -3.216651 -0.196323 4.146274 -1.90 -0.10 -0.93 0.16
C 0.680668 -1.280552 -1.159815 -0.30 -0.51 -0.03 -0.01
C 2.567462 0.663024 -0.423605 -1.61 -0.31 -0.65 -0.25
C 0.244767 -0.184835 -0.433592 2.42 0.48 -0.45 -0.29
C 3.518363 1.722173 0.023098 -0.37 0.83 -0.69 -0.07
C 2.978886 -0.490352 -1.140293 -1.40 0.35 0.77 -0.61
C -1.265964 -0.197983 1.333245 2.12 0.05 1.11 -0.31
C 2.011865 -1.424977 -1.536059 0.66 -0.29 -0.05 -0.10
C -2.255079 -0.243326 3.201521 1.25 0.54 1.13 -0.49
C 1.158915 0.840521 -0.170016 1.13 -0.69 0.13 0.05
H 2.359150 -2.324073 -2.082633 -0.43 0.68 0.40 0.11
H -2.936831 0.076496 5.068945 0.05 0.06 0.01 0.11
H 0.816636 1.743793 0.338358 0.20 -0.28 -0.06 0.13
H -4.162075 0.025132 3.822704 0.72 -0.08 0.53 0.12
H -0.043284 -2.060974 -1.384785 0.18 0.09 -0.06 0.12
H 2.968797 2.624092 0.344012 0.23 -0.38 -0.21 0.09
H 4.209849 1.997111 -0.787421 -0.15 -0.06 0.30 0.08
H 4.089222 1.393416 0.861440 0.58 -0.33 0.62 0.07
```
Positions in Å, forces in eV/Å.